[1]
48
Properties=species:S:1:pos:R:3:forces:R:3:nbo_charge:R:1 method="wB97M-V/def2-TZVPD" e_tot_ev=-36783.2410 e_homo_ev=-9.0 smiles="NC(N)=O.NC(N)=O.NC(N)=O.NC(N)=O.NC(N)=O.NC(N)=O"
C 41.776523 -8.889575 -38.196113 -0.15 -0.79 -1.55 0.7709
O 41.958699 -8.505943 -39.345758 0.10 0.12 0.11 -0.6890
N 42.485713 -8.425619 -37.137359 -0.42 0.22 0.35 -0.8680
N 40.893610 -9.891880 -37.892127 0.84 1.00 1.03 -0.8448
H 42.335586 -8.844031 -36.227243 0.55 0.04 -0.16 0.4103
H 43.296718 -7.888851 -37.376412 -0.01 0.13 0.18 0.3981
H 40.387038 -10.371108 -38.604328 -0.22 0.09 0.06 0.3979
H 40.703868 -9.950742 -36.905408 -0.63 -0.98 -0.20 0.4047
C 38.439350 -9.831809 -35.665813 0.32 1.47 -1.28 0.7604
O 38.954781 -10.941724 -35.666035 -0.19 -0.32 0.00 -0.7002
N 37.858017 -9.226774 -36.736112 0.17 -0.80 0.03 -0.8321
N 38.501890 -9.008311 -34.586956 0.68 -0.25 1.89 -0.8779
H 37.870444 -9.708790 -37.621701 -0.19 0.30 0.31 0.4105
H 37.469955 -8.305473 -36.637339 -0.05 0.01 -0.13 0.4141
H 38.218127 -8.041792 -34.516356 -0.19 -0.16 -0.68 0.4298
H 39.217904 -9.290490 -33.936657 -0.19 -0.10 0.10 0.3912
C 35.413820 -11.552073 -34.003502 -1.48 0.45 1.69 0.7651
O 34.303519 -12.031589 -33.783253 0.25 -0.23 -0.58 -0.6855
N 36.547721 -12.291913 -33.851078 0.02 -0.24 -0.38 -0.8512
N 35.567963 -10.209885 -34.155310 0.97 -0.66 -0.31 -0.8486
H 37.463267 -11.920163 -34.048998 0.01 -0.16 -0.33 0.4050
H 36.350286 -13.268564 -33.986096 0.43 -0.08 0.08 0.3990
H 36.484024 -9.901978 -34.437997 -0.44 0.76 0.20 0.3966
H 34.761662 -9.633480 -34.028670 0.04 0.14 -0.28 0.4053
C 42.953577 -8.891292 -33.827679 -1.45 1.87 -0.15 0.7813
O 42.599715 -9.824452 -34.521420 0.52 -0.36 0.23 -0.6498
N 42.192640 -8.401212 -32.785431 0.33 -0.59 0.24 -0.8495
N 43.923647 -7.974577 -34.169608 0.22 -0.61 -0.34 -0.8563
H 41.506288 -8.982952 -32.342772 0.05 -0.08 -0.01 0.4041
H 42.391046 -7.495058 -32.405880 -0.06 -0.08 0.14 0.3891
H 44.390635 -7.424501 -33.473423 0.06 0.00 -0.05 0.3944
H 44.361734 -8.108929 -35.062814 0.32 -0.11 0.15 0.4038
C 36.713223 -10.917583 -39.043137 -0.33 -0.45 2.00 0.7454
O 35.684364 -10.598867 -38.469855 -0.23 0.31 -0.91 -0.6436
N 37.411792 -10.109915 -39.884292 -0.02 0.37 -0.66 -0.8559
N 37.383609 -12.036335 -38.634071 0.43 0.10 -0.85 -0.8477
H 38.320937 -10.351857 -40.233168 -0.07 -0.04 -0.14 0.3930
H 36.914312 -9.357512 -40.325592 0.03 0.01 0.01 0.4108
H 37.021877 -12.538445 -37.845301 -0.02 -0.11 -0.07 0.4230
H 38.113665 -12.404825 -39.215670 0.05 -0.34 0.30 0.3821
C 36.480409 -5.568590 -35.109751 0.61 0.19 0.37 0.7948
O 37.006711 -6.671360 -35.139793 -0.51 -0.13 -0.23 -0.7018
N 37.042070 -4.461462 -35.736098 -0.16 -0.12 -0.61 -0.8780
N 35.329500 -5.270287 -34.473466 0.24 0.14 -0.01 -0.8121
H 37.316738 -3.681864 -35.163439 -0.10 0.06 -0.02 0.3948
H 37.694919 -4.722990 -36.456651 0.32 0.09 0.24 0.4008
H 35.027470 -4.317543 -34.563655 -0.42 -0.12 0.21 0.4021
H 34.920362 -5.908917 -33.816782 -0.05 0.01 -0.02 0.4132

=====

[2]
36
Properties=species:S:1:pos:R:3:forces:R:3:nbo_charge:R:1 method="wB97M-V/def2-TZVPD" e_tot_ev=-17778.2098 e_homo_ev=-9.3 smiles=CNC[C@@H](N)C(C)C.O.O.O.O
N -0.523576 -0.660126 -1.257422 2.59 0.42 3.40 -0.8920
C 0.507646 -0.052068 -0.239301 -0.08 -4.08 1.42 -0.0512
C 0.835280 -1.367159 0.776500 1.58 0.60 -2.74 -0.2207
C -0.292188 -1.892754 1.544670 -2.47 -2.14 1.70 -0.6033
C 1.977412 -1.163784 1.772449 0.01 3.01 -3.67 -0.6082
C 1.771834 0.496034 -0.877331 -0.06 0.30 -1.38 -0.2700
N 1.534526 1.908260 -1.296403 -1.91 -0.39 -0.79 -0.6437
C 1.529738 2.779826 -0.072708 2.34 1.66 -2.71 -0.4270
H -1.141652 -0.051392 -1.745138 0.13 0.38 -0.75 0.3928
H 0.084552 -1.323282 -1.726400 -0.82 0.35 -0.88 0.3725
H 0.180764 0.611049 0.557311 -0.97 0.51 -0.69 0.1986
H 1.233915 -2.197563 0.117881 -0.79 0.71 0.30 0.1883
H -0.984843 -1.146824 2.097115 1.38 -0.88 -0.87 0.2082
H 0.226931 -2.561074 2.335511 -1.59 0.84 -1.03 0.2270
H -0.968027 -2.617101 0.945964 1.29 1.10 0.63 0.1840
H 2.877472 -1.512007 1.311442 0.87 0.26 0.22 0.2163
H 1.795476 -1.574672 2.655297 -0.58 -2.52 3.56 0.2039
H 1.971263 -0.121545 2.058994 0.77 0.73 -0.24 0.2018
H 2.678544 0.566696 -0.220453 -0.97 -0.38 -0.34 0.2262
H 2.035791 -0.156694 -1.787434 -0.28 0.90 1.17 0.1836
H 0.513775 2.021018 -1.861859 3.59 -0.55 2.26 0.3568
H 2.608681 3.108019 0.352571 -2.39 -1.19 -1.21 0.2077
H 0.888458 2.462963 0.679345 -0.97 -0.71 1.66 0.1684
H 1.080437 3.637534 -0.560378 0.07 0.89 0.83 0.2097
H 4.310458 0.453520 -2.015600 0.21 0.72 -0.05 0.4613
H 3.794668 1.846092 -2.326178 -1.29 0.68 -0.29 0.4812
O 4.563298 1.395388 -2.026741 1.10 -1.35 0.39 -0.9407
H -3.712573 -1.435318 0.128175 -0.26 0.65 -0.65 0.4876
H -2.410538 -1.294016 -0.512062 -0.06 0.83 -0.64 0.4730
O -3.272861 -0.830196 -0.514938 0.27 -0.83 0.33 -1.0023
H -3.585701 1.247886 1.067817 -0.06 0.00 -0.39 0.4653
H -3.726241 1.645021 -0.417837 -0.41 -0.05 1.22 0.4823
O -4.042793 1.870599 0.489787 0.41 0.08 -0.82 -0.9467
H -3.496952 -1.483946 2.079829 0.32 -2.41 -1.28 0.4763
H -2.367028 -2.320134 1.327843 -2.43 -0.11 0.74 0.4815
O -3.365470 -2.353508 1.540561 1.43 1.98 1.61 -0.9486

=====

[3]
44
Properties=species:S:1:pos:R:3:forces:R:3:nbo_charge:R:1 method="wB97M-V/def2-TZVPD" e_tot_ev=-32489.3148 e_homo_ev=-7.3 total_charge=-1
N -4.454879 1.655045 -15.773049 0.54 -0.22 -0.05 0.7228
O -4.894153 2.838178 -15.798097 0.37 -0.76 -0.02 -0.5645
O -5.163709 0.744773 -15.280272 0.04 0.52 -0.06 -0.5592
O -3.313250 1.374158 -16.208964 -0.84 0.34 0.14 -0.5270
C -6.529251 5.627246 -14.526660 0.22 0.25 0.14 -0.2496
O -7.076949 6.628762 -15.372785 -0.35 0.02 0.05 -0.7299
H -5.659473 5.163384 -14.995943 -0.05 -0.11 0.07 0.1788
H -6.219779 6.142969 -13.616089 0.10 -0.10 -0.01 0.1674
H -7.246921 4.857621 -14.233989 -0.03 -0.01 -0.15 0.1670
H -7.693168 6.213091 -15.980497 0.15 -0.04 -0.12 0.4653
C -6.603627 3.164511 -18.464164 -0.78 0.21 0.16 -0.2402
O -5.671401 4.180118 -18.182206 0.09 -0.09 -0.04 -0.7431
H -7.401841 3.153001 -17.708924 0.21 -0.33 0.21 0.1509
H -7.155410 3.385204 -19.381291 0.48 0.09 -0.24 0.1657
H -6.138092 2.178828 -18.540697 -0.06 -0.02 0.00 0.1588
H -5.197729 3.869063 -17.393130 0.05 0.15 -0.09 0.4941
C -1.133064 4.233672 -16.544667 0.50 -0.09 -0.18 -0.2434
O -1.119421 3.046354 -17.313329 -0.13 0.05 -0.21 -0.7523
H -0.580835 4.062666 -15.616118 -0.30 0.19 0.27 0.1538
H -0.582283 5.001031 -17.093326 0.00 -0.06 -0.11 0.1615
H -2.134172 4.630382 -16.370131 -0.07 -0.19 0.19 0.1721
H -1.856909 2.487596 -17.031721 -0.10 0.08 0.10 0.4959
C -3.493040 -1.902907 -13.553035 0.50 0.89 0.10 -0.2471
O -4.757059 -1.879288 -14.182720 0.10 -0.43 0.24 -0.7482
H -3.340001 -0.960010 -13.018958 0.07 -0.10 0.25 0.1664
H -3.366745 -2.721190 -12.845064 -0.50 -0.14 -0.02 0.1637
H -2.638782 -1.963418 -14.236733 -0.22 -0.14 -0.37 0.1530
H -4.941592 -0.958296 -14.416206 0.14 -0.10 -0.32 0.4972
C -3.019378 -0.864121 -19.353377 -0.78 0.36 -2.65 0.7687
O -2.953782 -1.097053 -20.568573 0.38 -0.18 1.02 -0.6932
N -4.106106 -0.267892 -18.809396 0.09 -0.03 1.84 -0.8349
N -2.025168 -1.116440 -18.469834 0.22 -0.34 0.31 -0.8454
H -4.121348 -0.343277 -17.802037 -0.48 0.42 0.00 0.3914
H -4.982132 -0.097146 -19.258139 0.18 -0.27 -0.56 0.4035
H -2.046493 -0.649363 -17.578073 0.26 0.00 -0.02 0.4040
H -1.155347 -1.410539 -18.873756 0.06 0.12 0.12 0.4010
C -4.258551 2.440314 -11.928698 -0.47 0.34 0.44 0.7743
O -3.623936 2.621889 -10.891622 -0.30 0.06 -0.50 -0.6866
N -4.390022 3.378305 -12.927520 0.60 -0.49 1.13 -0.8756
N -5.031148 1.333478 -12.139541 0.18 -0.22 -0.01 -0.8573
H -4.756146 3.118467 -13.828281 -0.19 0.60 -0.16 0.4168
H -4.205636 4.307546 -12.596024 0.17 0.12 -0.68 0.4016
H -4.981767 0.598768 -11.456011 0.17 -0.08 -0.22 0.3964
H -5.339406 1.143406 -13.079185 -0.19 -0.27 0.02 0.4049